one:
Density functional theory data (ωB97M-V with the def2-TZVPD basis set) for C4H8N2OS in the gas phase.

```
! RIJCOSX wB97M-V def2-TZVPD def2/J DEFGRID3
* xyz 0 1
H -0.204 3.271 -0.693
N -0.011 2.233 -0.743
C -0.861 1.998 0.244
N -0.823 0.733 0.773
C -0.589 -0.510 0.054
S -1.845 -1.529 -0.185
O 0.637 -0.612 -0.327
C 1.819 0.156 0.065
C 2.985 -0.956 0.153
H -1.529 2.709 0.689
H -1.633 0.405 1.385
H 1.957 0.864 -0.668
H 1.511 0.798 1.007
H 2.588 -1.860 0.729
H 3.931 -0.597 0.670
H 3.509 -1.122 -0.847
*
```

Values from the calculation:
Structure (SMILES): [H]/N=C/NC(=S)OCC
Kohn-Sham gap: 9.22 eV
HOMO energy: -8.7 eV

Löwdin atomic charge list, values in e, 8 entries: number 1, H, carries 0.056; number 2, N, carries 0.085; number 3, C, carries -0.274; number 4, N, carries -0.028; number 5, C, carries -0.908; number 6, S, carries 0.697; number 7, O, carries -0.094; number 8, C, carries -0.168



two:
Density functional theory data (ωB97M-V with the def2-TZVPD basis set) for 2 unconnected molecules or ions with the total composition C4H8N2OS.

```
! RIJCOSX wB97M-V def2-TZVPD def2/J DEFGRID3
* xyz 0 1
N -1.626 -1.277 1.511
C -1.846 -0.136 2.340
O -3.107 0.027 2.767
C -0.825 0.665 2.473
S 0.528 1.483 2.632
H -0.689 -1.401 1.304
H -2.209 -1.397 0.695
H -3.471 -0.788 3.135
C 1.608 -0.681 -0.361
N 0.641 0.123 -0.519
C 0.690 1.568 -0.735
H 1.218 -1.718 -0.449
H 2.678 -0.456 -0.025
H 1.683 1.859 -0.338
H 0.675 1.884 -1.745
H -0.259 1.900 -0.300
*
```

Values from the calculation:
Structure (SMILES): NC(O)=C=S.C=NC
Kohn-Sham gap: 7.34 eV
HOMO energy: -7.5 eV

Löwdin atomic charge list, values in e, 8 entries: number 1, N, carries 0.117; number 2, C, carries -0.533; number 3, O, carries 0.061; number 4, C, carries -0.565; number 5, S, carries 0.704; number 6, H, carries 0.026; number 7, H, carries 0.096; number 8, H, carries 0.116



Bottom line: one, by a margin of 31.7 kcal/mol.



one:
Density functional theory data (ωB97M-V with the def2-TZVPD basis set) for C4H8N2OS in the gas phase.

```
! RIJCOSX wB97M-V def2-TZVPD def2/J DEFGRID3
* xyz 0 1
C 2.745 -0.328 -0.480
S 1.880 0.971 0.376
C 0.245 0.865 -0.427
C -0.711 1.954 -0.198
N -1.848 1.484 0.261
N -1.890 0.219 0.427
C -3.025 -0.537 0.045
O -0.659 -0.405 -0.044
H 3.566 -0.861 0.094
H 3.277 0.087 -1.227
H 1.969 -0.994 -0.848
H 0.354 0.611 -1.538
H -0.457 2.940 -0.420
H -2.812 -1.593 0.143
H -3.999 -0.218 0.425
H -3.210 -0.496 -1.102
*
```

Values from the calculation:
Structure (SMILES): CS[C@@H]1C=NN(C)O1
Kohn-Sham gap: 8.88 eV
HOMO energy: -8.0 eV

Löwdin atomic charge list, values in e, 8 entries: number 1, C, carries -0.414; number 2, S, carries 0.859; number 3, C, carries -0.519; number 4, C, carries -0.139; number 5, N, carries 0.070; number 6, N, carries -0.254; number 7, C, carries -0.064; number 8, O, carries -0.116



two:
Density functional theory data (ωB97M-V with the def2-TZVPD basis set) for C4H8N2OS in the gas phase.

```
! RIJCOSX wB97M-V def2-TZVPD def2/J DEFGRID3
* xyz 0 1
C -0.778 0.132 2.295
C -0.114 0.142 0.876
C 0.725 -1.173 0.790
O 1.481 -1.463 -0.176
N -1.123 0.114 -0.140
C -0.711 0.188 -1.355
N 0.541 0.333 -1.895
S 0.774 0.339 -3.617
H -1.349 -0.849 2.460
H -1.419 1.025 2.441
H 0.075 0.256 3.062
H 0.624 1.012 0.776
H 0.469 -1.894 1.612
H -1.578 0.210 -2.049
H 1.304 0.010 -1.368
H 1.078 1.620 -3.714
*
```

Values from the calculation:
Structure (SMILES): C[C@@H](C=O)/N=C\NS
Kohn-Sham gap: 9.61 eV
HOMO energy: -9.1 eV

Löwdin atomic charge list, values in e, 8 entries: number 1, C, carries -0.089; number 2, C, carries -0.420; number 3, C, carries -0.139; number 4, O, carries -0.011; number 5, N, carries 0.049; number 6, C, carries -0.314; number 7, N, carries -0.364; number 8, S, carries 0.770



Bottom line: two, by a margin of 58.1 kcal/mol.



one:
Density functional theory data (ωB97M-V with the def2-TZVPD basis set) for a molecular structure, C4H8N2OS.

```
! RIJCOSX wB97M-V def2-TZVPD def2/J DEFGRID3
* xyz 0 1
C -1.372 0.389 -0.167
C -0.900 -0.345 1.193
C -0.787 -1.054 -0.214
C 2.066 -0.990 0.210
H -0.947 2.194 -0.895
H -0.612 0.974 -1.908
H -2.529 0.499 -0.081
H -1.420 -0.840 2.008
H -0.021 0.118 1.415
H -1.610 -1.831 -0.188
H 2.311 -1.877 0.899
H 0.910 1.258 -0.387
N -0.368 1.309 -0.875
N 2.631 0.196 0.325
O 1.963 1.289 -0.239
S 0.684 -1.289 -1.097
*
```

Values from the calculation:
Kohn-Sham gap: 9.25 eV
HOMO energy: -8.8 eV

Löwdin atomic charge list, values in e, 8 entries: number 1, C, carries -0.289; number 2, C, carries -0.068; number 3, C, carries -0.622; number 4, C, carries -0.367; number 5, H, carries 0.127; number 6, H, carries 0.156; number 7, H, carries 0.153; number 8, H, carries 0.101



two:
Density functional theory data (ωB97M-V with the def2-TZVPD basis set) for C4H8N2OS in the gas phase.

```
! RIJCOSX wB97M-V def2-TZVPD def2/J DEFGRID3
* xyz 0 1
C -2.533 1.055 0.693
O -1.635 0.602 -0.430
C -1.100 -0.640 -0.215
N -2.081 -1.542 -0.002
C 0.255 -0.796 -0.285
C 1.283 0.209 -0.196
N 0.940 1.487 -0.453
S 2.775 -0.328 0.340
H -3.474 0.484 0.723
H -2.044 0.854 1.679
H -2.713 2.132 0.540
H -2.928 -1.282 -0.452
H -1.827 -2.520 -0.033
H 0.629 -1.812 -0.269
H -0.013 1.745 -0.647
H 1.613 2.244 -0.329
*
```

Values from the calculation:
Structure (SMILES): CO/C(N)=C\C(N)=S
Kohn-Sham gap: 8.10 eV
HOMO energy: -7.6 eV

Löwdin atomic charge list, values in e, 8 entries: number 1, C, carries -0.014; number 2, O, carries -0.132; number 3, C, carries -0.425; number 4, N, carries 0.151; number 5, C, carries -0.108; number 6, C, carries -0.898; number 7, N, carries 0.091; number 8, S, carries 0.564



Bottom line: two, by a margin of 108.3 kcal/mol.